ORCA calculation (ωB97M-V/def2-TZVPD) on 8 unconnected molecules or ions with the total composition C38H98N6O13 at a distorted geometry.

Summary:
HOMO in eV: -7.9
Calculated total energy in eV: -76541.8632
Frontier orbital gap in eV: 8.4
E_LUMO in Ha: 0.017

```
! RIJCOSX wB97M-V def2-TZVPD def2/J DEFGRID3
* xyz 0 1
C 5.36060 -24.28970 20.45907
C 4.69035 -23.84871 21.70978
O 3.85087 -22.71865 21.50096
H 4.74961 -24.56386 19.59906
H 6.03065 -25.14082 20.58044
H 6.00306 -23.53276 20.00919
H 5.36663 -23.62001 22.53346
H 4.13588 -24.68556 22.13445
H 2.90278 -22.80381 21.37662
C 1.05565 -30.44302 18.01391
C 1.50743 -29.02219 17.73546
O 0.52793 -28.31154 17.03517
H 0.20368 -30.48106 18.69273
H 1.80074 -30.96638 18.61310
H 0.91710 -31.07678 17.13797
H 2.47094 -29.02476 17.22581
H 1.71013 -28.46313 18.64895
H 0.81582 -27.84154 16.24915
C -1.68769 -29.81067 21.17502
O -1.82349 -28.96572 20.03088
C -2.60470 -29.65505 19.02855
C -2.77170 -28.87860 17.74753
N -3.57147 -27.62956 17.95259
C -4.07101 -27.16430 16.68148
C -5.06094 -25.96151 16.82340
O -5.54510 -25.64997 15.46131
C -6.51738 -24.64750 15.40281
H -1.44964 -30.84261 20.91707
H -2.55394 -29.80920 21.83660
H -0.91539 -29.31297 21.76150
H -3.61677 -29.92002 19.33449
H -2.10662 -30.56008 18.68079
H -3.23998 -29.57619 17.05313
H -1.82350 -28.51970 17.34727
H -2.94113 -26.95169 18.35665
H -4.74601 -27.95383 16.35116
H -3.31619 -26.93735 15.92859
H -4.69740 -25.10432 17.39012
H -5.90691 -26.25276 17.44597
H -7.44501 -24.83205 15.94460
H -6.75408 -24.47659 14.35264
H -6.12940 -23.67835 15.71637
C 1.66319 -22.60523 18.91335
O 0.65901 -23.44157 19.33764
C 0.48840 -24.62986 18.49118
C -0.61272 -25.57306 18.98933
N -1.92252 -25.00350 18.93978
C -2.55071 -25.24384 20.26881
C -3.84540 -24.40545 20.36256
O -3.46138 -23.03305 20.27465
C -2.66584 -22.60120 21.39345
H 1.58242 -22.40693 17.84458
H 2.66914 -22.99968 19.05677
H 1.64176 -21.67646 19.48345
H 1.47822 -25.08371 18.44253
H 0.28647 -24.30287 17.47118
H -0.42540 -26.03931 19.95661
H -0.43884 -26.42846 18.33653
H -1.85798 -23.99989 18.84648
H -1.88378 -24.84135 21.03124
H -2.79841 -26.28345 20.48321
H -4.47638 -24.61732 21.22574
H -4.43467 -24.65117 19.47911
H -2.55901 -23.27775 22.24137
H -3.15131 -21.65301 21.62441
H -1.71221 -22.17523 21.08163
C -4.32406 -26.83279 23.74496
O -2.99065 -26.38142 23.87215
C -2.06157 -27.34141 23.36814
C -0.60982 -26.86082 23.53781
N -0.37358 -25.52611 23.02210
C 0.76524 -24.85635 23.52427
C 0.78280 -23.38659 23.37868
O -0.15960 -22.59028 24.18348
C -0.16301 -21.13741 24.03546
H -4.59559 -26.76534 22.69148
H -5.08689 -26.21660 24.22087
H -4.37794 -27.90331 23.94294
H -2.17503 -27.49668 22.29523
H -2.26510 -28.31321 23.81790
H 0.10162 -27.45069 22.95987
H -0.35927 -26.96208 24.59378
H -1.20351 -24.95431 23.08808
H 1.48020 -25.25482 22.80444
H 0.94611 -25.08032 24.57557
H 0.65019 -23.13302 22.32691
H 1.76939 -23.02824 23.67249
H 0.85167 -20.80075 24.24798
H -0.83207 -20.66409 24.75409
H -0.45028 -20.77023 23.05019
C -2.54155 -22.26130 17.08970
O -2.67103 -22.85269 15.77886
C -1.85770 -23.96610 15.53273
C -2.03356 -24.31426 13.99793
N -3.15562 -25.31948 13.91784
C -3.86563 -25.49577 12.66408
C -2.98691 -25.82364 11.45343
O -2.51365 -24.73589 10.62870
C -2.04818 -25.10704 9.31945
H -3.14600 -22.77928 17.83431
H -2.92864 -21.24237 17.08224
H -1.51586 -22.17340 17.44792
H -2.02503 -24.72864 16.29341
H -0.82327 -23.66098 15.69071
H -1.09402 -24.69492 13.59735
H -2.27190 -23.39880 13.45641
H -3.86557 -25.15937 14.61815
H -4.44967 -24.60666 12.42640
H -4.64034 -26.25514 12.77021
H -3.49987 -26.54776 10.82048
H -2.08096 -26.24538 11.88873
H -1.51443 -24.23151 8.94976
H -2.86874 -25.38467 8.65786
H -1.27890 -25.87734 9.37374
C -5.93533 -20.84241 19.75018
O -6.51292 -20.42917 21.00009
C -6.01203 -19.17910 21.43469
C -4.64185 -19.12489 22.13605
N -4.76180 -19.68490 23.45046
C -5.52374 -19.03289 24.51773
C -5.36502 -19.79563 25.85569
O -6.28746 -20.90240 25.98600
C -6.10559 -21.46481 27.30069
H -6.39617 -21.82059 19.61276
H -4.84646 -20.88215 19.77992
H -6.31291 -20.12739 19.01924
H -6.82065 -18.64308 21.93160
H -5.92329 -18.56894 20.53583
H -4.37055 -18.07388 22.23541
H -3.84850 -19.65843 21.61258
H -5.33633 -20.50583 23.32358
H -6.55194 -18.95752 24.16388
H -5.11157 -18.02995 24.62871
H -5.74737 -19.07244 26.57605
H -4.29218 -19.96996 25.93763
H -5.14880 -21.89592 27.59530
H -6.88697 -22.20403 27.47703
H -6.33394 -20.71193 28.05511
C 4.72919 -20.01407 18.85247
C 3.62313 -19.56218 17.90011
C 3.48716 -18.01541 17.79019
O 4.65216 -17.33156 17.28599
C 4.46973 -15.97049 17.32194
N 4.06896 -20.16548 16.66429
H 4.73555 -19.41264 19.76150
H 5.67720 -19.90148 18.32647
H 4.62066 -21.03070 19.23034
H 2.67121 -19.96768 18.24290
H 3.26558 -17.60111 18.77373
H 2.56884 -17.84861 17.22719
H 5.49155 -15.59152 17.30287
H 4.06682 -15.59855 18.26398
H 3.84917 -15.65571 16.48294
H 4.83025 -19.58298 16.34610
H 3.28084 -20.17382 16.03270
*
```

***

ORCA calculation (ωB97M-V/def2-TZVPD) on a single C4H7NO molecule at a distorted geometry.

Summary:
HOMO in eV: -9.2
Calculated total energy in eV: -7795.9704
Frontier orbital gap in eV: 10.2
E_LUMO in Ha: 0.039

```
! RIJCOSX wB97M-V def2-TZVPD def2/J DEFGRID3
* xyz 0 1
C 0.28299 -0.23819 -0.07518
C 0.52114 1.11789 -0.65955
C -0.56771 2.11822 -0.60506
C 0.00940 -2.46712 0.84151
N -0.01152 -1.43546 -0.18459
O 0.87059 0.64887 0.67933
H 1.23972 1.36951 -1.35462
H -1.04805 1.99494 0.48800
H -1.23816 2.04771 -1.43152
H -0.16648 3.03077 -0.75585
H -0.75732 -3.14632 0.56041
H -0.22545 -2.05033 1.72842
H 1.09083 -2.99048 0.76868
*
```

***

ORCA calculation (ωB97M-V/def2-TZVPD) on a single C2H5N2OP molecule at a distorted geometry.

Summary:
HOMO in eV: -9.3
Calculated total energy in eV: -16471.0899
Frontier orbital gap in eV: 10.1
E_LUMO in Ha: 0.029

```
! RIJCOSX wB97M-V def2-TZVPD def2/J DEFGRID3
* xyz 0 1
C -0.05486 1.14820 0.05206
C -0.51611 -0.05054 0.95352
N 0.73212 0.73935 -0.97763
N 0.06090 -1.29547 0.46930
O -0.37320 2.28114 0.24212
P 0.81663 -1.17690 -1.01840
H -0.41455 0.14569 2.08547
H -1.68985 -0.12401 0.86855
H 1.04607 1.48112 -1.72409
H 0.67938 -1.75752 1.01211
H -0.28652 -1.39107 -1.96300
*
```

***

What did we get for energy above the lowest of the compared OMol25 structures with the same formula, charge and spin? Answer: 43.0; 84.7; 6.9 kcal/mol, in the order shown.